The following is a quantum chemistry calculation of 2 unconnected molecules or ions with the total composition C7H12N7O, from the OMol25 dataset.

Values from the calculation:
Net charge ... +1
Spin multiplicity ... 3
F_max ... 8.77 eV/Å
E_HOMO (alpha / beta) ... -10.716 / -13.487 eV
<S²> ... 2.0224
Gap between HOMO and LUMO (alpha / beta) ... 0.2990 / 0.1895 Ha

CARTESIAN COORDINATES (ANGSTROEM)
O 2.43949 1.16114 0.56815
N -2.04684 1.07125 1.15181
N 0.38538 -0.67776 1.10015
N -2.86798 2.02389 0.83740
N -0.70444 -0.50965 -2.23047
N -2.78721 2.49809 -0.41414
N -0.12718 -0.73801 -3.36677
N 1.17653 -1.02957 -3.25298
C -1.79161 1.74729 -0.93382
C 0.08000 -0.39447 2.50139
C 1.02926 -1.96760 0.89542
C 1.46837 -0.96488 -1.92535
C -1.30681 0.82610 0.03234
C 0.21962 -0.56411 -1.26973
C -0.24719 -0.16201 0.08481
H -3.62513 2.46483 1.33432
H 0.74161 -2.58284 0.08028
H -0.57800 -0.70496 -4.25620
H 1.61979 1.48483 0.17658
H -1.39812 1.83000 -1.94330
H 1.12408 -2.53042 1.80979
H -0.40287 -1.39061 2.93487
H 2.42039 -1.10771 -1.41718
H -0.80117 0.38843 2.57616
H 2.16135 -1.78578 0.79139
H 1.00905 -0.25001 2.92770
H 2.80964 1.86454 1.20739